C16H14ClF8N6O4PbSb as an isolated structure in a non-equilibrium geometry. Source: the OMol25 dataset; level of theory: the ωB97M-V functional and the def2-TZVPD basis.

Last column: Mulliken charge in e.
Element x y z (Å)
Pb 6.23857 13.75679 13.24676  1.259
O 8.04992 12.25165 13.60316  -0.674
C 8.58239 11.77728 14.64740  -0.264
C 7.98634 11.74970 15.95561  0.809
C 8.76423 11.28270 16.96536  -0.399
C 8.34664 11.43985 18.27056  -0.308
C 7.14145 12.11981 18.57588  -0.567
C 6.32398 12.47942 17.56004  -0.510
C 6.65952 12.28748 16.21556  0.493
O 5.86833 12.58914 15.26948  -0.689
N 9.04468 10.84544 19.39215  0.854
O 8.69559 10.96658 20.63381  -0.601
O 10.04971 10.13191 19.05940  -0.607
H 9.59070 11.33925 14.62473  0.331
H 9.70714 10.72878 16.82472  0.434
H 6.90225 12.26214 19.61741  0.489
H 5.36089 12.95438 17.77458  0.377
N 6.14539 11.03186 8.55283  -0.824
N 6.67118 12.11059 9.06600  1.202
N 6.77682 13.26692 8.35759  -0.962
C 7.42042 14.08933 9.20839  -0.068
N 7.74641 13.40847 10.34370  -0.638
N 7.20453 12.19824 10.30308  0.288
H 5.73867 11.19090 7.65563  0.240
H 6.86472 10.16037 8.61057  0.344
H 7.73369 15.09176 8.90835  0.417
Cl 4.64785 7.00189 13.29518  -0.237
C 5.89095 7.23271 12.07893  0.543
C 6.91197 8.10387 12.45246  -0.721
C 7.56218 8.76639 11.42246  -0.128
C 7.21067 8.48518 10.06677  0.983
C 7.82523 9.25032 8.96534  -1.442
C 6.29087 7.41962 9.79654  -0.329
C 5.62944 6.77113 10.77897  -0.634
H 7.09317 8.14554 13.54231  0.386
H 8.26773 9.60751 11.66891  0.104
H 8.77717 9.81736 9.27120  0.309
H 7.90732 8.75710 7.99559  0.504
H 6.20735 7.25401 8.71310  0.307
H 4.82662 6.05415 10.64802  0.407
F 7.18087 15.36402 14.84204  -0.667
Sb 5.76379 16.75564 15.13510  2.558
F 6.34110 17.74619 13.56985  -0.539
F 4.72334 15.63232 13.73442  -0.708
F 6.90894 17.68122 16.35971  -0.547
F 5.12802 15.61820 16.56253  -0.537
F 4.25287 17.92918 15.35873  -0.543
F 3.56306 13.48108 11.61214  -0.277
C 4.15367 12.58910 12.45106  -0.129
F 4.61959 11.59741 11.63379  -0.222
H 3.34460 12.12945 13.01864  0.128

Output
energy relative to the best compared isomer or geometry (same formula, charge and spin) = 160.0 kJ/mol
frontier orbital gap (alpha / beta) = 6.151 / 4.459 eV
multiplicity = 2
E = -2939.7577 Ha
total charge = -1
<S²> = 0.78

---

A 12-piece molecular cluster, C5H32NO12 overall in a non-equilibrium geometry. Source: the OMol25 dataset; level of theory: the ωB97M-V functional and the def2-TZVPD basis.

Last column: Mulliken charge in e.
Element x y z (Å)
O -1.12757 2.74120 -2.57736  -0.500
C -0.16440 2.66804 -1.85817  -0.165
C -0.45336 2.12310 -0.44245  0.363
C 0.76403 1.44609 0.24070  -0.511
C 0.88651 1.75796 1.69141  0.470
C 1.95013 2.39115 2.17501  -0.849
N -1.54984 1.12008 -0.50782  -0.081
H 0.86001 3.01932 -2.06690  0.415
H -0.69150 2.99406 0.18394  0.397
H 1.65064 1.64691 -0.35781  0.520
H 0.71900 0.36869 0.00740  0.004
H 0.22686 1.17740 2.33556  -0.365
H 2.62516 2.88996 1.50808  0.293
H 2.00730 2.40346 3.25876  0.270
H -1.99916 0.92723 0.39751  0.017
H -1.20359 0.17100 -0.71252  0.266
H -2.25321 1.27453 -1.23506  0.363
H 1.28440 -1.90421 0.90052  0.286
H 2.40258 -1.57535 -0.22544  0.222
O 1.54964 -1.36749 0.15615  -0.538
H 5.32075 1.04021 -0.12095  0.304
H 5.27988 0.04533 1.18419  0.296
O 4.91329 0.78422 0.70315  -0.590
H 0.33267 -2.71269 2.68937  0.350
H 0.80932 -2.04259 4.06028  0.294
O 0.89382 -2.04613 3.10453  -0.691
H -2.51424 0.06114 -3.45338  0.282
H -1.36269 -0.98338 -3.32144  0.325
O -2.04072 -0.50381 -2.83333  -0.552
H -0.34880 -0.43111 3.72086  0.377
H -1.58251 -1.24520 4.06951  0.320
O -1.23994 -0.34431 4.09413  -0.670
H -1.30561 -3.22620 -1.88281  0.300
H -2.77823 -3.43486 -1.64402  0.270
O -1.99804 -3.04426 -1.23767  -0.573
H 1.17103 -0.57838 -5.22732  0.279
H -0.11946 0.09114 -4.57708  0.288
O 0.34228 -0.72506 -4.77103  -0.613
H 2.37542 1.31542 -4.40326  0.297
H 3.48858 0.41237 -3.79928  0.275
O 2.69893 0.91654 -3.59139  -0.548
H -1.10900 -2.97592 0.61904  0.334
H -1.19994 -4.46163 0.77949  0.293
O -0.66724 -3.71397 1.06178  -0.680
H -2.75245 -0.06951 1.60336  0.476
H -3.60805 -1.17740 0.78775  0.278
O -2.73387 -0.90131 1.06267  -0.506
H -3.35943 1.39021 2.91788  0.269
H -1.85765 0.99857 3.09693  0.342
O -2.53175 1.28946 2.43650  -0.702

Output
energy relative to the best compared isomer or geometry (same formula, charge and spin) = 174.6 kJ/mol
frontier orbital gap = 9.902 eV
multiplicity = 1
E = -1167.0701 Ha
total charge = +1

---

A 15-piece molecular cluster, C3H34O15S overall in a non-equilibrium geometry. Source: the OMol25 dataset; level of theory: the ωB97M-V functional and the def2-TZVPD basis.

Last column: Mulliken charge in e.
Element x y z (Å)
C 0.23294 -0.11600 0.61561  0.710
O 1.03192 0.06024 -0.51505  -0.034
C -1.26749 -0.45597 0.25605  1.030
C -1.31781 -1.95785 -0.17419  -0.809
S -2.95807 -2.66681 -0.20110  -0.477
H 0.54086 -1.06725 1.04890  -0.391
H 0.19133 0.79557 1.31564  0.016
H -1.44611 0.10006 -0.65254  -0.833
H -1.91310 -0.35015 1.15727  0.061
H -0.69228 -2.54053 0.53657  0.181
H -0.64187 -2.10939 -1.05240  -0.036
H -1.57155 3.56340 2.60798  0.383
H -2.47821 2.98438 1.71377  0.328
O -2.24583 2.82071 2.63990  -0.711
H 0.51112 0.37090 -1.69084  0.193
H -0.88312 0.43280 -2.57092  0.254
O -0.09075 0.89450 -2.59387  -0.939
H 2.37837 2.09108 -0.08753  0.403
H 2.29036 0.82486 0.81516  -0.138
O 2.46306 1.85917 0.81107  -0.698
H -0.25670 3.63544 0.45484  0.380
H 0.38803 3.42618 1.68285  0.369
O -0.19206 4.06427 1.32812  -0.764
H -1.39581 -1.70728 -2.75747  0.293
H -0.95857 -3.22529 -3.13932  0.355
O -0.80700 -2.29078 -3.38498  -0.730
H 2.52220 -0.23664 -0.42966  0.389
H 3.46873 -0.75824 -1.46811  0.331
O 3.50936 -0.63920 -0.51270  -0.873
H 1.17079 -1.36805 -2.61884  0.358
H 0.99481 -2.66190 -3.17886  0.351
O 1.74646 -2.15119 -2.73338  -0.704
H -0.81447 2.07724 -1.54704  0.506
H -0.49400 3.37506 -2.09847  0.249
O -0.82214 3.02422 -1.28065  -0.747
H 2.30988 -3.21057 -0.62370  0.341
H 3.54150 -2.22519 -0.39377  0.505
O 3.22096 -3.15619 -0.21237  -0.754
H 2.83159 -1.01280 3.31277  0.365
H 3.68408 -0.22153 2.39687  0.314
O 3.37083 -0.16865 3.30615  -0.676
H -1.91473 0.83026 3.04646  0.394
H -1.69146 0.89670 4.52729  0.284
O -1.96099 0.26855 3.87347  -0.637
H -4.49534 0.21849 -0.85741  0.351
H -3.36177 -0.73467 -1.64074  0.166
O -4.03382 0.00402 -1.68398  -0.805
H 3.11255 -3.09293 1.20830  0.479
H 2.04158 -2.27016 2.22551  0.206
O 2.74521 -2.88233 2.23271  -0.847
H -3.64308 1.55051 -1.31298  0.502
H -2.51244 2.69973 -0.85626  0.335
O -3.43798 2.40918 -0.84409  -0.780

Output
energy relative to the best compared isomer or geometry (same formula, charge and spin) = 178.1 kJ/mol
frontier orbital gap = 6.172 eV
multiplicity = 1
E = -1661.4638 Ha
total charge = -2

---

One molecule with the formula C8H11I2N3O2 in a non-equilibrium geometry. Source: the OMol25 dataset; level of theory: the ωB97M-V functional and the def2-TZVPD basis.

Last column: Mulliken charge in e.
Element x y z (Å)
C -2.40611 0.24941 1.39264  -0.584
C -3.09210 0.14141 0.36146  0.175
C 1.21732 0.42560 -0.70248  0.612
C 3.92851 0.90178 1.28731  -0.414
C 2.92412 -0.20317 1.08952  -0.524
C 3.25819 1.60443 0.02216  -0.608
C -0.79106 -1.07106 -0.37249  -0.192
C -3.80362 -1.44916 -1.37953  -0.409
N -1.60512 -0.43730 -1.29930  -0.133
N -2.95365 -0.34457 -0.90487  0.051
N 2.25862 0.55958 0.03203  0.247
O 0.77017 1.12122 -1.59870  -0.640
O 0.49756 -0.82834 -0.29175  -0.192
I -5.11718 1.33871 0.36811  -0.187
I -1.11309 -3.08222 0.36747  0.000
H -2.25416 0.74042 2.34485  0.376
H 3.88451 1.53830 2.12631  0.308
H 4.95080 0.42271 1.10419  0.236
H 3.47070 -1.05888 0.90268  0.265
H 2.27267 -0.39072 1.93831  0.288
H 3.00108 2.72909 0.19711  0.251
H 3.85058 1.69442 -0.90963  0.273
H -3.79255 -1.47782 -2.41097  0.284
H -3.28774 -2.28630 -0.82401  0.082
H -4.83378 -1.14752 -0.96318  0.132
H -1.23467 0.30996 -1.87728  0.304

Output
energy relative to the best compared isomer or geometry (same formula, charge and spin) = 420.7 kJ/mol
frontier orbital gap (alpha / beta) = 7.094 / 5.574 eV
multiplicity = 1
E = -1221.3176 Ha